Molecular formula: C29H33IIrN6OS
Method: DFT, the ωB97M-V functional and the def2-TZVPD basis

The geometry in XYZ format:
```
72
Properties=species:S:1:pos:R:3
H 2.42 -5.10 -0.49
H -3.30 1.91 1.74
H -0.80 1.14 -2.96
C 4.75 0.91 -2.16
C 2.68 -0.53 4.32
H 3.07 3.55 2.40
C -2.30 0.07 2.03
C -3.14 -0.28 3.08
C -1.65 0.85 -2.34
H -1.56 1.98 1.51
H 3.05 -1.56 4.37
H -2.01 -4.45 -2.46
C -0.98 2.71 -0.93
N -1.44 1.31 -0.97
H -1.87 -3.36 3.69
C -2.45 1.37 1.32
H -2.54 1.32 -2.77
H -0.45 -2.64 1.80
H 0.95 0.57 3.61
H 0.65 -1.11 4.06
H 5.79 0.66 -1.97
O 1.50 -0.81 2.18
C -1.78 -0.64 -2.42
C 1.63 -2.13 -2.10
C 3.75 0.48 -1.30
S 2.28 -3.65 -2.47
H -3.42 1.87 -0.53
C -1.37 -2.69 -1.43
H -0.63 3.00 -1.93
N 0.85 1.92 0.50
C 2.23 3.42 1.73
H -2.90 -3.13 -4.40
C 2.12 1.47 -2.57
H 1.72 5.50 1.60
C 0.12 2.96 0.04
H 1.07 1.70 -2.69
N 2.46 0.74 -1.50
H -1.81 3.38 -0.70
C -2.40 -1.25 -3.50
H 2.73 2.54 -4.33
C -2.01 -2.38 3.25
C 0.42 4.26 0.43
N -1.25 -1.36 -1.43
N 1.34 -1.97 -0.83
H -3.64 -1.79 4.52
C 4.39 1.65 -3.28
C -2.46 -2.63 -3.55
C 1.89 2.15 1.31
H -0.98 -3.23 -0.58
C 3.05 1.95 -3.48
H -3.91 0.42 3.40
H 1.42 -3.14 0.96
H -2.83 -0.65 -4.29
C -1.21 -1.98 2.20
H 1.47 -1.38 -2.85
I 4.36 -0.63 0.38
C -2.67 1.16 -0.17
C -1.96 -3.37 -2.48
H 2.46 1.29 1.63
Ir 0.29 -0.23 0.10
C 2.13 -4.12 -0.83
H -3.08 0.16 -0.35
H 2.55 -0.18 5.35
H 2.14 -1.54 2.13
H 5.15 1.99 -3.97
C -2.99 -1.51 3.70
C 1.48 4.50 1.29
C 1.37 -0.44 3.58
N -1.34 -0.78 1.62
H 3.46 0.08 3.85
H -0.19 5.07 0.05
C 1.62 -3.10 -0.10
```

## Properties
LUMO level (alpha / beta) = -14.741 / -14.625 eV
2S+1 = 2
⟨S²⟩ = 0.779
E_HOMO (alpha / beta) = -19.675 / -19.675 eV
E_tot = -63328.6218 eV
Net charge = +4


Molecular formula: H3NO2S2
Method: DFT, the ωB97M-V functional and the def2-TZVPD basis

The geometry in XYZ format:
```
8
Properties=species:S:1:pos:R:3
S 0.01 -0.28 1.74
S 1.53 0.46 2.61
H 0.14 0.33 -1.99
O -0.80 0.83 0.96
H -0.85 -0.96 -1.52
N -0.19 -0.24 -1.22
O 0.84 -0.77 -0.51
H -0.69 0.63 -0.07
```

## Properties
LUMO level (alpha / beta) = -1.358 / -1.321 eV
2S+1 = 1
E_HOMO (alpha / beta) = -8.360 / -9.435 eV
E_tot = -27300.7286 eV


Molecular formula: C22H35NO3P2SSr
Method: DFT, the ωB97M-V functional and the def2-TZVPD basis

The geometry in XYZ format:
```
65
Properties=species:S:1:pos:R:3
H -0.79 -0.11 8.87
C -0.31 1.91 -3.66
H -2.04 -1.08 -0.62
H -0.97 -4.48 0.30
H -1.84 -1.04 -4.58
C -1.02 -3.74 -0.51
C -1.62 0.27 5.57
H -2.06 -3.48 -0.71
H -0.69 -1.60 -2.65
H -1.34 -0.41 0.81
C 1.62 -2.38 -0.44
H 1.43 2.88 -1.10
H -2.38 3.23 -1.92
H -0.62 -1.82 2.35
H -1.35 1.40 -5.46
H 2.12 -1.05 -5.24
C -0.61 0.45 -1.08
C -0.66 0.05 7.79
C -1.06 -0.78 -0.21
C 0.07 0.55 3.57
H 3.16 -0.42 -3.94
H 0.47 4.07 -0.22
P -0.13 -2.34 0.07
H 2.13 -1.44 -0.73
O -0.69 0.57 2.55
H -3.03 1.64 -1.33
H 1.17 0.98 -5.66
C -0.90 -0.48 -4.50
H -2.50 0.28 4.93
H 0.12 3.77 -1.91
C 1.03 1.79 -3.66
C -0.11 -1.03 -3.37
C 1.76 1.02 -4.73
C 0.40 3.28 -0.97
P -0.88 2.13 -0.26
H 2.69 1.56 -4.96
C 0.12 -2.48 1.87
H -1.21 0.57 -1.99
C 0.61 0.19 7.21
O 2.91 -0.82 4.93
H -2.97 3.03 -0.22
C 1.23 -1.00 -3.29
O 2.96 1.65 5.21
H -2.77 -0.09 7.41
H 0.41 0.35 -1.57
H 2.24 -2.83 0.35
H 1.12 -2.11 2.18
H -0.57 -4.14 -1.42
Sr 1.45 0.57 0.42
H 1.81 -1.55 -2.56
S 2.24 0.45 4.88
H 1.69 2.42 -3.05
H 1.69 -3.05 -1.31
C -0.36 0.44 4.99
C -2.46 2.54 -1.06
H -0.37 -0.62 -5.45
N 1.42 0.60 3.45
C -1.26 1.05 -4.42
H 0.01 -3.52 2.18
H -2.29 1.16 -4.03
C 2.13 -0.42 -4.33
C -1.78 0.07 6.95
H 1.50 0.18 7.81
C 0.72 0.37 5.83
H -0.78 2.83 -3.33
```

## Properties
LUMO level (alpha / beta) = 0.178 / 0.072 eV
2S+1 = 1
E_HOMO (alpha / beta) = -3.412 / -3.613 eV
E_tot = -61254.9596 eV


Molecular formula: C22H38N2O7Ta
Method: DFT, the ωB97M-V functional and the def2-TZVPD basis

The geometry in XYZ format:
```
70
Properties=species:S:1:pos:R:3
H -2.04 3.60 -0.29
C -1.97 2.02 -1.73
C -3.17 -2.79 1.65
C -2.31 -0.66 0.69
C -3.86 1.44 1.30
H -4.56 -2.59 3.28
C -1.82 -0.16 -2.78
C 0.69 -0.63 2.82
H 3.88 0.30 -1.83
H 1.40 -0.23 3.55
O 0.35 0.42 1.85
H -1.95 0.34 -3.74
C -2.39 -2.09 0.76
H -6.67 0.82 -0.42
H -2.78 -0.45 -2.35
H -0.61 3.58 1.61
H -1.82 -2.71 0.07
C -0.75 2.51 1.74
C -3.30 0.01 1.48
H 3.61 1.97 -1.30
C -5.59 0.98 -0.35
C 3.16 1.12 -1.80
H -4.74 -0.16 3.04
H 1.69 -3.35 0.17
Ta -0.36 -0.06 -0.07
H 0.11 -0.98 -3.30
H 0.03 -3.87 0.52
H 2.07 2.39 -3.16
H -5.87 2.17 2.81
C 0.64 -3.09 0.08
H 2.29 -1.47 1.60
C -3.96 -2.08 2.55
H 1.18 -2.60 -1.98
C 0.30 -2.83 -1.39
O -1.10 1.91 0.46
C 0.51 1.83 2.24
C 1.95 0.68 -1.07
H 1.42 2.20 1.78
H 1.75 0.75 -4.83
H -5.33 1.72 -1.12
O -1.18 0.79 -1.85
H 0.57 1.88 3.33
H -3.33 1.98 0.52
H -7.05 2.33 1.52
O 1.08 1.50 -0.60
C -0.85 -1.30 -2.87
H 2.69 -0.32 -4.07
H 1.33 -2.67 2.53
O 0.39 -1.88 0.86
O 1.63 -0.54 -0.89
H -5.12 0.03 -0.62
H -6.79 0.76 2.28
H -2.99 1.73 -1.49
C 2.74 1.53 -3.23
C -4.03 -0.70 2.42
H -1.94 2.53 -2.70
C -1.34 2.84 -0.64
H 3.64 1.87 -3.75
O -0.60 -1.68 -1.47
H -1.59 2.33 2.40
N 2.03 0.44 -3.90
C -6.29 1.67 1.94
H -1.27 -2.16 -3.39
H -0.39 3.29 -0.93
H -0.24 -0.93 3.29
H -3.75 1.99 2.24
N -5.25 1.42 0.97
H -3.18 -3.87 1.64
C 1.30 -1.73 1.99
H -0.24 -3.68 -1.82
```

## Properties
LUMO level = -10.463 eV
2S+1 = 1
E_HOMO = -15.204 eV
E_tot = -42268.3057 eV
Net charge = +3


Molecular formula: C10H29FN3O8P2
Method: DFT, the ωB97M-V functional and the def2-TZVPD basis

The geometry in XYZ format:
```
53
Properties=species:S:1:pos:R:3
O 1.25 -1.16 0.03
H 2.45 1.53 -0.54
O -6.51 -0.09 -1.33
C -1.15 0.31 2.72
C 9.71 0.66 1.11
H -8.52 -0.15 0.33
P 0.26 -0.21 0.59
H 9.65 -0.42 0.77
C -5.83 0.34 -2.51
H 5.10 2.08 2.32
C -8.38 -1.10 0.84
O -1.16 -0.20 -0.14
N 4.57 1.93 1.45
H -1.55 -2.16 0.48
N 6.33 2.11 -0.28
H 8.01 0.86 -0.96
H 8.10 2.01 1.99
H 1.25 2.82 -0.76
H 4.50 -0.49 0.79
H -8.77 -3.56 -1.41
H -10.10 -2.70 -2.20
C -1.80 -1.46 -0.32
H -8.73 -3.29 -3.17
C -9.02 -2.87 -2.21
H -2.88 -1.30 -0.31
O -7.32 -1.86 0.25
H -0.89 0.50 3.76
H 10.26 1.21 0.29
H 6.06 1.98 -1.27
F 8.53 2.77 -0.51
H -6.21 -0.15 -3.40
H -1.51 -1.89 -1.28
O 0.71 1.32 0.54
H -1.30 1.26 2.22
H -4.76 0.14 -2.40
C 1.38 1.75 -0.64
N 5.29 -0.01 0.34
C 5.41 1.30 0.47
H 10.26 0.77 2.09
H -2.07 -0.27 2.69
C 8.19 1.17 1.24
H 3.75 1.35 1.65
H -9.30 -1.68 0.79
H -5.97 1.42 -2.62
O -5.98 -2.58 -1.85
O -8.38 -1.61 -2.03
O -0.09 -0.45 2.13
H 0.99 1.25 -1.53
H 5.94 -0.56 -0.22
H -8.13 -0.92 1.88
C 7.73 1.64 -0.19
H 7.62 0.28 1.63
P -6.96 -1.62 -1.29
```

## Properties
LUMO level = -4.723 eV
2S+1 = 1
E_HOMO = -12.079 eV
E_tot = -52983.3107 eV
Net charge = +1


Molecular formula: C4H8O3
Method: DFT, the ωB97M-V functional and the def2-TZVPD basis

The geometry in XYZ format:
```
15
Properties=species:S:1:pos:R:3
C 0.71 0.48 -0.12
O 1.11 1.51 -1.01
H -1.40 -2.74 0.20
H 0.74 -0.21 -2.21
H 1.50 -0.20 0.18
O -1.02 2.02 0.52
H -0.90 0.16 1.29
C 0.27 0.47 -1.51
H -0.43 2.56 -0.02
H 0.37 1.25 1.86
C -0.22 0.96 0.98
C -0.36 -2.45 0.45
H -0.22 -2.00 1.45
H -0.75 0.78 -1.74
O 0.55 -2.60 -0.32
```

## Properties
LUMO level = 0.511 eV
2S+1 = 1
E_HOMO = -10.365 eV
Structure (SMILES) = OC[C@H]1CO1.C=O
E_tot = -10417.6713 eV